Record 1
The following is a quantum chemistry calculation of a molecular structure, C32H80InN10O9Si in a non-equilibrium geometry, from the OMol25 dataset.

Last column: Löwdin charge in e.
Cartesian coordinates (Å):
C (-1.329, -1.803, -1.284)  -0.29
Si (-0.099, -1.095, 0.018)  0.34
C (-0.290, 0.851, 0.208)  -0.30
C (-0.260, -1.948, 1.780)  -0.29
In (2.394, -1.452, -0.636)  0.19
C (3.566, -0.109, 0.828)  -0.37
C (5.122, 0.135, 0.375)  -0.37
N (5.977, -0.767, 1.290)  -0.08
H (-1.825, -2.793, -0.899)  0.03
H (-2.182, -1.010, -1.438)  0.03
H (-0.856, -2.024, -2.336)  0.02
H (0.351, 1.278, 1.105)  0.03
H (0.190, 1.301, -0.780)  0.03
H (-1.437, 1.168, 0.295)  0.02
H (-0.046, -1.125, 2.594)  0.03
H (0.616, -2.749, 1.901)  0.03
H (-1.294, -2.482, 1.898)  0.01
H (2.776, -3.214, -0.332)  -0.14
H (2.717, -1.016, -2.353)  -0.14
H (2.938, 0.885, 0.908)  0.01
H (3.456, -0.653, 1.882)  0.02
H (5.405, 1.273, 0.501)  0.09
H (5.252, -0.279, -0.711)  0.08
H (5.409, -1.666, 1.321)  0.05
H (5.819, -0.357, 2.259)  0.05
C (-1.932, -3.699, -4.916)  -0.01
C (-0.462, -3.394, -4.845)  -0.54
O (0.206, -3.622, -3.839)  0.02
N (0.132, -2.847, -5.945)  0.01
C (-0.473, -2.508, -7.210)  -0.09
H (-2.262, -4.131, -3.967)  0.08
H (-2.497, -2.780, -5.093)  0.07
H (-2.126, -4.425, -5.711)  0.08
H (1.122, -2.670, -5.823)  0.14
H (0.040, -3.070, -7.994)  0.08
H (-0.328, -1.438, -7.381)  0.07
H (-1.540, -2.739, -7.237)  0.06
C (-2.701, 5.067, 0.950)  -0.02
C (-2.294, 4.444, -0.356)  -0.55
O (-2.683, 3.330, -0.699)  0.02
N (-1.465, 5.155, -1.173)  0.00
C (-0.904, 6.467, -0.952)  -0.09
H (-3.362, 4.383, 1.491)  0.08
H (-1.818, 5.255, 1.567)  0.09
H (-3.244, 5.999, 0.768)  0.08
H (-1.234, 4.673, -2.034)  0.14
H (-1.230, 7.117, -1.767)  0.08
H (0.185, 6.379, -0.974)  0.08
H (-1.214, 6.898, 0.002)  0.07
C (-6.052, -2.107, 4.102)  -0.02
C (-4.581, -1.802, 4.173)  -0.54
O (-3.914, -2.029, 5.179)  0.01
N (-3.988, -1.255, 3.073)  0.02
C (-4.593, -0.916, 1.808)  -0.07
H (-6.382, -2.538, 5.051)  0.08
H (-6.617, -1.188, 3.925)  0.08
H (-6.246, -2.832, 3.307)  0.08
H (-2.997, -1.077, 3.195)  0.13
H (-4.080, -1.478, 1.024)  0.08
H (-4.448, 0.154, 1.637)  0.09
H (-5.660, -1.146, 1.781)  0.07
C (-1.500, -0.337, 6.635)  -0.02
C (-1.152, 0.827, 5.749)  -0.54
O (-0.933, 0.693, 4.547)  0.02
N (-1.083, 2.065, 6.317)  0.00
C (-1.304, 2.428, 7.697)  -0.09
H (-1.517, -1.255, 6.042)  0.08
H (-0.748, -0.447, 7.421)  0.08
H (-2.491, -0.190, 7.074)  0.08
H (-0.844, 2.799, 5.660)  0.14
H (-2.122, 3.152, 7.731)  0.08
H (-0.393, 2.897, 8.075)  0.08
H (-1.555, 1.567, 8.319)  0.07
C (5.951, 1.285, 6.731)  -0.02
C (5.621, 1.960, 5.430)  -0.55
O (6.260, 2.923, 5.011)  0.00
N (4.573, 1.473, 4.704)  0.02
C (3.708, 0.363, 5.021)  -0.10
H (6.808, 1.783, 7.195)  0.08
H (5.101, 1.352, 7.415)  0.08
H (6.215, 0.238, 6.554)  0.07
H (4.410, 1.978, 3.840)  0.14
H (3.787, -0.371, 4.215)  0.05
H (2.681, 0.734, 5.070)  0.08
H (3.968, -0.111, 5.969)  0.07
C (-4.478, 1.012, -6.585)  0.00
C (-3.332, 0.336, -7.285)  -0.53
O (-3.212, -0.887, -7.312)  0.01
N (-2.406, 1.123, -7.904)  0.00
C (-2.370, 2.564, -7.984)  -0.08
H (-5.132, 0.257, -6.140)  0.06
H (-4.101, 1.656, -5.786)  0.10
H (-5.062, 1.596, -7.301)  0.09
H (-1.665, 0.598, -8.353)  0.13
H (-2.388, 2.846, -9.039)  0.08
H (-1.434, 2.906, -7.536)  0.08
H (-3.211, 3.031, -7.469)  0.08
C (-8.367, -1.294, -4.333)  -0.02
C (-6.864, -1.254, -4.289)  -0.54
O (-6.243, -0.216, -4.075)  0.02
N (-6.187, -2.420, -4.496)  0.01
C (-6.729, -3.732, -4.760)  -0.08
H (-8.765, -0.292, -4.150)  0.08
H (-8.704, -1.626, -5.319)  0.08
H (-8.746, -1.963, -3.555)  0.08
H (-5.180, -2.316, -4.452)  0.14
H (-6.382, -4.407, -3.974)  0.08
H (-6.340, -4.072, -5.724)  0.08
H (-7.820, -3.735, -4.787)  0.07
C (6.540, 3.588, -1.525)  -0.02
C (6.209, 4.264, -2.827)  -0.55
O (6.848, 5.227, -3.245)  0.00
N (5.162, 3.777, -3.552)  -0.01
C (4.296, 2.666, -3.235)  -0.07
H (7.396, 4.086, -1.061)  0.08
H (5.689, 3.656, -0.841)  0.08
H (6.804, 2.542, -1.702)  0.09
H (4.999, 4.282, -4.416)  0.14
H (4.376, 1.933, -4.041)  0.08
H (3.270, 3.038, -3.186)  0.08
H (4.556, 2.193, -2.287)  0.07
C (6.849, -3.552, 4.284)  -0.01
C (5.500, -3.012, 4.672)  -0.52
O (5.341, -1.850, 5.038)  0.00
N (4.431, -3.856, 4.608)  0.01
C (4.411, -5.242, 4.207)  -0.08
H (7.601, -2.765, 4.386)  0.09
H (7.124, -4.380, 4.943)  0.08
H (6.834, -3.884, 3.242)  0.09
H (3.557, -3.423, 4.884)  0.15
H (3.735, -5.340, 3.354)  0.09
H (4.023, -5.832, 5.042)  0.08
H (5.400, -5.611, 3.931)  0.08

Calculated values
- Charge: -1
- Kohn-Sham gap: 5.359 eV
- LUMO: 0.071 Eh
- HOMO energy: -3.4 eV
- Max |F|: 2.6 eV/A

---

Record 2
The following is a quantum chemistry calculation of a molecular structure, C13H11Cl2NO2Zr in a non-equilibrium geometry, from the OMol25 dataset.

Last column: natural (NBO) charge in e.
Cartesian coordinates (Å):
Cl (-0.159, 3.571, -1.216)  -0.33
C (-2.155, 0.079, -1.790)  -0.34
C (-1.327, -1.040, -1.545)  -0.34
C (-0.076, -0.809, -2.176)  -0.34
H (-1.593, -1.912, -0.972)  0.26
C (-0.122, 0.461, -2.803)  -0.11
C (-1.421, 0.990, -2.581)  -0.23
H (-1.739, 1.975, -2.869)  0.29
H (-3.162, 0.215, -1.433)  0.29
H (0.768, -1.478, -2.170)  0.28
C (0.957, 1.108, -3.598)  -0.65
Zr (-0.279, 0.787, -0.378)  1.72
C (1.532, 1.380, 0.063)  0.40
O (2.630, 1.651, 0.345)  -0.19
C (-1.176, 1.749, 1.075)  0.40
O (-1.692, 2.388, 1.903)  -0.18
H (1.939, 0.860, -3.200)  0.23
H (0.840, 2.190, -3.568)  0.26
H (0.927, 0.787, -4.643)  0.28
Cl (1.722, 0.129, 5.128)  0.12
C (0.991, -0.657, 3.740)  -0.03
C (0.678, -2.010, 3.785)  -0.09
C (0.102, -2.613, 2.673)  -0.19
C (-0.157, -1.853, 1.529)  0.07
N (0.141, -0.518, 1.479)  -0.61
C (0.717, 0.072, 2.579)  0.00
H (0.881, -2.592, 4.674)  0.28
H (-0.143, -3.667, 2.694)  0.27
H (-0.586, -2.367, 0.705)  0.23
H (0.962, 1.124, 2.571)  0.23

Calculated values
- Charge: +2
- Kohn-Sham gap: 5.573 eV
- LUMO: -0.418 Eh
- HOMO energy: -16.9 eV
- Max |F|: 15.0 eV/A

---

Record 3
The following is a quantum chemistry calculation of 9 unconnected molecules or ions with the total composition C30H84N6O9 in a non-equilibrium geometry, from the OMol25 dataset.

Last column: Löwdin spin population.
Cartesian coordinates (Å):
C (-2.737, -15.100, -5.650)  0.05
C (-4.220, -15.278, -5.324)  0.09
O (-4.583, -16.592, -4.844)  0.22
H (-2.526, -14.197, -6.223)  0.01
H (-2.398, -15.944, -6.251)  0.03
H (-2.096, -15.150, -4.769)  0.00
H (-4.859, -15.228, -6.205)  0.04
H (-4.630, -14.547, -4.627)  0.00
H (-4.754, -17.200, -5.567)  0.12
C (-6.864, -13.108, -2.659)  0.01
C (-6.401, -14.021, -1.541)  0.01
O (-6.808, -15.333, -1.797)  0.02
H (-6.569, -12.066, -2.537)  0.00
H (-7.922, -13.324, -2.802)  0.00
H (-6.339, -13.403, -3.568)  0.00
H (-6.820, -13.616, -0.621)  0.00
H (-5.341, -13.812, -1.397)  0.00
H (-6.003, -15.812, -2.008)  0.01
C (-4.886, -18.342, -0.148)  0.00
C (-4.398, -18.654, -1.536)  0.03
O (-4.182, -17.344, -2.124)  0.03
H (-4.107, -17.776, 0.363)  0.00
H (-4.923, -19.111, 0.623)  0.00
H (-5.769, -17.712, -0.041)  0.00
H (-5.197, -19.077, -2.144)  0.01
H (-3.438, -19.170, -1.569)  0.01
H (-4.359, -17.261, -3.064)  0.01
C (-7.622, -20.487, 1.611)  0.00
C (-8.283, -21.867, 1.870)  0.00
C (-8.103, -22.252, 3.391)  0.00
O (-8.614, -23.541, 3.663)  0.00
C (-8.705, -23.931, 5.043)  0.00
N (-9.755, -21.754, 1.687)  0.00
H (-7.758, -20.098, 0.602)  0.00
H (-6.546, -20.498, 1.783)  0.00
H (-8.132, -19.720, 2.194)  0.00
H (-7.856, -22.687, 1.292)  0.00
H (-8.544, -21.519, 4.068)  0.00
H (-7.025, -22.234, 3.552)  0.00
H (-7.788, -23.982, 5.630)  0.00
H (-9.128, -24.931, 4.953)  0.00
H (-9.329, -23.286, 5.662)  0.00
H (-10.106, -21.232, 2.477)  0.00
H (-10.160, -22.666, 1.837)  0.00
C (0.602, -15.465, -1.307)  0.00
C (-0.689, -15.942, -1.880)  0.00
C (-0.673, -17.155, -2.826)  0.01
O (0.324, -17.019, -3.803)  0.01
C (1.250, -18.080, -4.073)  0.03
N (-1.535, -16.245, -0.754)  0.00
H (1.116, -16.244, -0.743)  0.00
H (0.481, -14.583, -0.678)  0.00
H (1.215, -15.119, -2.139)  0.00
H (-1.186, -15.111, -2.380)  0.00
H (-1.637, -17.274, -3.320)  0.01
H (-0.484, -18.079, -2.278)  0.00
H (1.890, -17.675, -4.856)  0.00
H (0.791, -19.021, -4.376)  0.01
H (1.894, -18.184, -3.200)  0.00
H (-1.036, -16.859, -0.126)  0.00
H (-2.364, -16.714, -1.089)  0.00
C (-9.237, -23.589, -3.294)  0.00
C (-8.127, -22.920, -2.373)  0.01
C (-7.961, -21.395, -2.419)  0.01
O (-8.317, -20.820, -3.649)  0.03
C (-7.837, -19.512, -3.840)  0.06
N (-8.231, -23.483, -1.034)  0.00
H (-10.231, -23.153, -3.195)  0.00
H (-9.286, -24.665, -3.129)  0.00
H (-8.829, -23.500, -4.301)  0.00
H (-7.193, -23.345, -2.738)  0.00
H (-6.962, -21.083, -2.112)  0.00
H (-8.752, -20.997, -1.784)  0.00
H (-8.356, -18.732, -3.284)  0.00
H (-8.156, -19.285, -4.857)  0.02
H (-6.754, -19.413, -3.764)  0.02
H (-8.972, -22.991, -0.556)  0.00
H (-8.685, -24.383, -1.107)  0.00
C (-7.040, -25.976, 1.098)  0.00
C (-5.721, -25.636, 0.369)  0.00
C (-4.728, -24.850, 1.401)  0.00
O (-4.751, -23.437, 1.266)  0.00
C (-4.445, -22.752, 0.063)  0.01
N (-5.161, -26.877, -0.042)  0.00
H (-6.863, -26.654, 1.933)  0.00
H (-7.773, -26.387, 0.403)  0.00
H (-7.454, -25.059, 1.517)  0.00
H (-5.891, -24.982, -0.486)  0.00
H (-3.717, -25.202, 1.198)  0.00
H (-4.942, -25.115, 2.437)  0.00
H (-5.281, -22.932, -0.611)  0.00
H (-3.414, -22.910, -0.256)  0.00
H (-4.329, -21.710, 0.364)  0.00
H (-5.818, -27.242, -0.716)  0.00
H (-5.241, -27.549, 0.707)  0.00
C (-2.961, -19.859, 2.606)  0.00
C (-1.908, -20.379, 1.562)  0.00
C (-0.524, -19.657, 1.843)  0.00
O (-0.766, -18.297, 1.584)  0.00
C (0.370, -17.491, 1.950)  0.00
N (-1.969, -21.817, 1.753)  0.00
H (-3.900, -20.408, 2.679)  0.00
H (-3.032, -18.784, 2.445)  0.00
H (-2.593, -19.883, 3.632)  0.00
H (-2.171, -20.170, 0.525)  0.00
H (0.300, -19.875, 1.162)  0.00
H (-0.131, -19.836, 2.844)  0.00
H (0.643, -17.552, 3.004)  0.00
H (0.066, -16.467, 1.734)  0.00
H (1.240, -17.563, 1.297)  0.00
H (-2.914, -22.083, 1.990)  0.00
H (-1.443, -22.075, 2.576)  0.00
C (-10.168, -16.578, 1.599)  0.00
C (-8.904, -15.961, 1.161)  0.00
C (-7.968, -16.060, 2.361)  0.00
O (-6.732, -15.398, 1.887)  0.00
C (-5.788, -15.389, 2.871)  0.00
N (-8.432, -16.678, 0.008)  0.00
H (-10.187, -17.668, 1.625)  0.00
H (-10.972, -16.319, 0.910)  0.00
H (-10.505, -16.252, 2.582)  0.00
H (-8.940, -14.947, 0.762)  0.00
H (-7.632, -17.023, 2.747)  0.00
H (-8.242, -15.439, 3.214)  0.00
H (-6.055, -15.639, 3.897)  0.00
H (-5.335, -14.397, 2.856)  0.00
H (-5.018, -16.094, 2.558)  0.00
H (-7.967, -16.073, -0.654)  0.00
H (-7.604, -17.131, 0.367)  0.00

Calculated values
- Charge: -1
- Kohn-Sham gap (alpha / beta): 1.393 / 8.389 eV
- LUMO (alpha / beta): 0.076 / 0.076 Eh
- HOMO energy (alpha / beta): 0.7 / -6.3 eV
- Max |F|: 3.6 eV/A
- Energy relative to the best compared isomer or geometry (same formula, charge and spin): 0.3810 eV
- 2S+1: 2